{
  "formula": "C27H31FN4O4",
  "method": "ωB97M-V/def2-TZVPD",
  "species": ["C", "O", "C", "O", "C", "C", "C", "N", "C", "O", "C", "C", "C", "C", "C", "C", "C", "N", "N", "C", "C", "C", "C", "C", "F", "C", "C", "C", "C", "C", "N", "C", "C", "O", "C", "C", "H", "H", "H", "H", "H", "H", "H", "H", "H", "H", "H", "H", "H", "H", "H", "H", "H", "H", "H", "H", "H", "H", "H", "H", "H", "H", "H", "H", "H", "H", "H"],
  "xyz": [[0.242590, 5.703789, 0.602307], [0.743079, 4.379837, 0.503921], [0.871814, 3.714137, 1.669741], [0.580173, 4.212092, 2.730871], [1.320847, 2.320612, 1.463227], [0.850300, 1.655406, 0.335530], [1.046698, 0.293786, 0.164501], [0.467089, -0.323655, -0.948619], [0.424171, -1.656874, -1.245864], [1.122610, -2.504982, -0.732530], [-0.569946, -1.982640, -2.291690], [-0.415486, -2.759060, -3.423498], [-1.686175, -2.796997, -4.024504], [-2.073862, -3.489849, -5.298039], [-1.242947, -2.909701, -6.449329], [-1.783775, -4.988894, -5.157445], [-3.561651, -3.275339, -5.576900], [-2.549509, -2.114044, -3.291797], [-1.880309, -1.615593, -2.257473], [-2.604931, -0.860350, -1.262980], [-2.119274, -1.097742, 0.143952], [-1.949117, -0.026745, 1.012906], [-1.465201, -0.221013, 2.293184], [-1.148068, -1.506155, 2.690492], [-0.645684, -1.701217, 3.926630], [-1.332341, -2.595154, 1.857968], [-1.826283, -2.383540, 0.584647], [1.741740, -0.412993, 1.145124], [2.236493, 0.240947, 2.249318], [2.062580, 1.619554, 2.438552], [2.582217, 2.266943, 3.533133], [3.370461, 3.474428, 3.405654], [3.103612, 4.370112, 4.615736], [3.424742, 3.689869, 5.809630], [2.668692, 2.508893, 5.926191], [2.912034, 1.555486, 4.747494], [0.191457, 6.086265, -0.413912], [-0.746925, 5.703645, 1.064568], [0.910232, 6.319129, 1.209399], [0.287187, 2.216109, -0.396377], [-0.084522, 0.293592, -1.528047], [0.493157, -3.215201, -3.756811], [-1.509465, -3.396331, -7.384799], [-1.428275, -1.842350, -6.549958], [-0.180647, -3.059690, -6.272626], [-2.358612, -5.409666, -4.335509], [-2.056018, -5.509769, -6.072719], [-0.728326, -5.161532, -4.962178], [-4.158174, -3.671112, -4.759986], [-3.846807, -3.776824, -6.498886], [-3.778636, -2.214893, -5.669514], [-2.557092, 0.211459, -1.497471], [-3.651075, -1.170336, -1.365264], [-2.188973, 0.974698, 0.686978], [-1.312988, 0.607101, 2.966410], [-1.081449, -3.585257, 2.202202], [-1.968663, -3.224703, -0.076828], [1.896268, -1.472309, 1.026281], [2.792219, -0.328272, 2.976840], [3.131334, 3.995329, 2.480925], [4.440796, 3.208343, 3.392278], [3.735719, 5.259182, 4.590110], [2.044943, 4.661817, 4.614926], [2.970823, 2.042527, 6.865492], [1.597218, 2.755334, 5.964302], [2.262885, 0.687013, 4.857548], [3.965025, 1.233346, 4.752583]],
  "forces_ev_per_angstrom": [[-0.2, 0.3, 0.2], [0.2, -0.4, -0.1], [-0.3, 0.3, 0.2], [0.1, 0.0, -0.2], [0.2, -0.4, 0.0], [0.2, -0.2, 0.0], [0.3, 0.1, 0.4], [0.0, 0.1, -0.4], [0.2, 0.3, 0.0], [0.0, -0.1, 0.0], [-0.2, -0.5, -0.5], [0.0, 0.3, 0.4], [0.2, 0.1, 0.2], [-0.2, -0.1, -0.1], [-0.1, -0.1, 0.2], [-0.1, 0.2, 0.0], [0.2, 0.0, 0.1], [-0.6, 0.0, -0.3], [0.5, -0.2, 0.0], [-0.4, 0.3, 0.3], [-0.1, 0.0, 0.1], [-0.1, -0.2, 0.0], [0.0, -0.2, 0.2], [-0.1, 0.1, -0.1], [0.0, 0.0, -0.1], [0.1, 0.1, 0.2], [-0.1, 0.2, 0.0], [-0.1, -0.1, -0.2], [0.0, 0.3, 0.1], [-0.2, -0.1, -0.4], [0.0, 0.1, 0.4], [0.0, 0.3, 0.2], [0.0, 0.1, -0.4], [0.2, 0.0, 0.1], [0.0, -0.4, 0.0], [-0.1, 0.2, 0.3], [0.0, 0.0, 0.0], [0.1, 0.0, -0.1], [-0.1, 0.0, -0.1], [-0.1, 0.1, -0.1], [0.0, -0.2, 0.0], [0.2, -0.1, 0.0], [0.0, -0.1, -0.1], [0.0, 0.1, 0.0], [0.1, 0.0, 0.0], [0.0, -0.1, 0.1], [0.0, -0.1, -0.1], [0.1, -0.1, 0.0], [-0.1, 0.0, 0.1], [0.0, -0.1, -0.1], [-0.1, 0.1, 0.0], [0.0, -0.1, 0.0], [0.2, 0.1, -0.1], [0.0, 0.1, -0.1], [0.0, 0.1, 0.1], [0.0, -0.1, 0.1], [0.0, -0.1, -0.1], [0.0, 0.0, 0.0], [0.1, 0.0, 0.1], [0.1, 0.0, 0.1], [-0.1, 0.1, -0.1], [0.0, 0.0, 0.0], [0.1, 0.0, 0.0], [-0.1, 0.0, 0.0], [0.1, -0.1, 0.0], [0.0, 0.0, 0.0], [0.0, -0.1, 0.0]],
  "nbo_charge": [-0.26, -0.51, 0.79, -0.60, -0.23, -0.18, 0.11, -0.59, 0.67, -0.58, 0.02, -0.31, 0.23, -0.11, -0.59, -0.59, -0.60, -0.29, -0.16, -0.23, -0.07, -0.18, -0.30, 0.47, -0.34, -0.29, -0.18, -0.19, -0.27, 0.30, -0.46, -0.23, -0.08, -0.52, -0.07, -0.24, 0.20, 0.19, 0.19, 0.22, 0.40, 0.24, 0.21, 0.21, 0.21, 0.21, 0.21, 0.21, 0.22, 0.20, 0.22, 0.20, 0.25, 0.21, 0.24, 0.23, 0.23, 0.26, 0.22, 0.21, 0.18, 0.19, 0.19, 0.19, 0.17, 0.22, 0.18],
  "lumo_energy_ev": 0.5,
  "largest_force_ha_per_bohr": 0.014,
  "smiles": "COC(=O)c1cc(NC(=O)c2cc(C(C)(C)C)nn2Cc2ccc(F)cc2)ccc1N1CCOCC1",
  "e_tot_ev": -45370.4507,
  "e_homo_ev": -7.65
}



{
  "formula": "C27H31N6O2Pt",
  "method": "ωB97M-V/def2-TZVPD",
  "species": ["Pt", "C", "N", "C", "C", "C", "C", "C", "C", "N", "C", "C", "C", "C", "C", "C", "N", "C", "C", "C", "C", "C", "N", "H", "H", "H", "H", "H", "H", "H", "H", "H", "H", "H", "H", "H", "H", "H", "H", "H", "H", "C", "N", "C", "C", "C", "C", "C", "C", "C", "C", "H", "H", "H", "H", "H", "H", "H", "H", "H", "H", "H", "H", "H", "O", "N", "O"],
  "xyz": [[-0.048664, 0.230708, -0.275520], [2.406074, -2.149841, -0.502353], [1.343939, -1.463856, -1.234231], [1.831678, -0.581552, -2.321901], [2.183465, 0.836580, -1.909959], [3.268318, 1.491414, -2.460833], [3.506163, 2.821272, -2.130927], [2.650186, 3.459046, -1.248992], [1.584777, 2.748878, -0.724522], [1.353603, 1.472011, -1.052828], [0.192713, -2.346885, -1.561507], [-0.842514, -2.480652, -0.459651], [-1.463185, -3.685171, -0.200362], [-2.465563, -3.744229, 0.763328], [-2.814802, -2.591823, 1.444424], [-2.153705, -1.413336, 1.144601], [-1.194532, -1.361561, 0.213371], [2.707019, -1.630086, 0.885456], [3.820076, -2.235143, 1.615956], [4.137656, -1.869142, 2.906796], [3.339749, -0.909577, 3.491370], [2.267400, -0.271073, 2.715813], [1.983174, -0.716819, 1.402412], [3.342201, -2.141950, -1.072718], [2.146969, -3.207750, -0.378872], [1.039004, -0.518452, -3.069087], [2.696367, -1.023766, -2.825157], [3.922498, 0.968352, -3.145863], [4.351216, 3.345903, -2.556597], [2.797559, 4.491534, -0.965557], [0.876086, 3.197629, -0.041014], [0.537327, -3.345625, -1.843206], [-0.303145, -1.930827, -2.439383], [-1.170781, -4.571971, -0.746911], [-2.960653, -4.682118, 0.976721], [-3.587583, -2.593821, 2.199718], [-2.386864, -0.479732, 1.638829], [4.396559, -3.012986, 1.121809], [4.954450, -2.333504, 3.443508], [3.494597, -0.587572, 4.516734], [2.468513, 0.813145, 2.690402], [-3.648598, 2.619249, -3.956004], [-2.445807, 1.794506, -3.614955], [-1.245204, 2.661964, -3.450957], [-2.639732, 0.845776, -2.431070], [-2.669254, 1.548466, -1.106278], [-3.824281, 2.266311, -0.775849], [-3.903221, 3.030421, 0.374085], [-2.807139, 3.079180, 1.221184], [-1.680094, 2.321394, 0.934229], [-1.584913, 1.523912, -0.212026], [-3.462808, 3.112880, -4.906830], [-3.796387, 3.361204, -3.177998], [-4.515904, 1.969255, -4.037253], [-2.280216, 1.192583, -4.421903], [-1.427835, 3.343287, -2.624330], [-1.085718, 3.217126, -4.371904], [-0.385140, 2.034582, -3.226229], [-1.794778, 0.158273, -2.477985], [-3.562445, 0.304523, -2.639936], [-4.691254, 2.206506, -1.423345], [-4.808714, 3.572740, 0.608359], [-2.839627, 3.679156, 2.121195], [-0.861909, 2.331180, 1.645246], [0.906343, -1.213008, 4.375579], [0.915350, -0.381669, 3.506060], [0.039139, 0.339950, 3.137923]],
  "forces_ev_per_angstrom": [[-0.2, -0.2, -1.3], [0.0, -0.1, -0.2], [-0.2, 0.5, 0.8], [0.0, -0.2, -0.2], [0.1, 0.0, 0.0], [0.0, 0.0, 0.0], [0.0, 0.0, 0.0], [0.0, 0.0, 0.0], [-0.1, 0.0, -0.1], [0.0, 0.0, 0.1], [0.1, -0.1, -0.2], [0.1, -0.1, 0.1], [0.0, 0.0, 0.0], [0.0, 0.0, 0.0], [0.0, 0.0, 0.0], [0.0, 0.0, 0.0], [-0.1, 0.1, 0.0], [0.0, 0.1, -0.1], [0.0, 0.0, 0.0], [0.0, 0.0, 0.0], [0.0, 0.0, 0.0], [0.0, -0.1, 0.1], [0.0, 0.0, 0.3], [0.0, 0.0, 0.0], [0.0, 0.0, 0.0], [0.0, 0.0, 0.0], [0.0, 0.0, 0.0], [0.0, 0.0, 0.0], [0.0, 0.0, 0.0], [0.0, 0.0, 0.0], [0.0, 0.0, 0.0], [0.0, 0.0, 0.0], [0.0, 0.0, 0.0], [0.0, 0.0, 0.0], [0.0, 0.0, 0.0], [0.0, 0.0, 0.0], [0.0, 0.0, 0.0], [0.0, 0.0, 0.0], [0.0, 0.0, 0.0], [0.0, 0.0, 0.0], [0.0, 0.0, 0.0], [0.0, 0.0, 0.0], [0.0, 0.0, 0.0], [0.0, 0.0, 0.0], [0.0, 0.0, 0.0], [0.0, 0.0, 0.0], [0.0, 0.0, 0.0], [0.0, 0.0, 0.0], [0.0, 0.0, 0.0], [0.0, 0.0, 0.0], [0.1, 0.1, 0.6], [0.0, 0.0, 0.0], [0.0, 0.0, 0.0], [0.0, 0.0, 0.0], [0.0, 0.0, 0.0], [0.0, 0.0, 0.0], [0.0, 0.0, 0.0], [0.0, 0.0, 0.0], [0.0, 0.0, 0.0], [0.0, 0.0, 0.0], [0.0, 0.0, 0.0], [0.0, 0.0, 0.0], [0.0, 0.0, 0.0], [0.0, 0.0, 0.0], [0.0, 0.0, 0.0], [0.0, 0.0, 0.0], [0.0, 0.0, 0.0]],
  "nbo_charge": [0.70, -0.28, -0.46, -0.25, 0.19, -0.22, -0.11, -0.23, 0.07, -0.47, -0.25, 0.19, -0.22, -0.10, -0.22, 0.08, -0.47, 0.23, 0.09, -0.27, 0.16, -0.11, -0.32, 0.24, 0.25, 0.24, 0.22, 0.25, 0.26, 0.26, 0.24, 0.23, 0.23, 0.25, 0.26, 0.26, 0.24, 0.27, 0.30, 0.28, 0.33, -0.42, -0.33, -0.42, -0.22, -0.17, -0.19, -0.20, -0.19, -0.22, -0.18, 0.25, 0.24, 0.24, 0.43, 0.25, 0.25, 0.21, 0.22, 0.24, 0.22, 0.25, 0.24, 0.21, -0.29, 0.57, -0.28],
  "lumo_energy_ev": -12.0,
  "largest_force_ha_per_bohr": 0.025,
  "e_tot_ev": -44754.7648,
  "total_charge": 3,
  "e_homo_ev": -16.14
}